{
  "formula": "C29H36N6O4S",
  "method": "ωB97M-V/def2-TZVPD",
  "elements": ["C", "N", "H", "C", "C", "H", "H", "H", "C", "O", "N", "H", "C", "C", "O", "N", "C", "C", "H", "C", "C", "H", "C", "O", "N", "C", "C", "N", "C", "C", "N", "C", "C", "O", "H", "H", "S", "C", "C", "C", "C", "C", "C", "H", "H", "H", "H", "H", "H", "H", "H", "H", "H", "H", "H", "C", "C", "C", "C", "C", "C", "H", "H", "H", "H", "H", "H", "H", "H", "H", "H", "H", "H", "H", "H", "H"],
  "xyz": [[6.0038, 0.8093, -2.5465], [5.2526, 0.5091, -1.3422], [5.6303, 1.0432, -0.5639], [5.2196, -0.8997, -0.9803], [6.5031, -1.4322, -0.3361], [6.7684, -0.8209, 0.5253], [7.3279, -1.4239, -1.0445], [6.3371, -2.4502, 0.0039], [4.0272, -1.1754, -0.0550], [3.9301, -2.1911, 0.6090], [3.1073, -0.1960, -0.0491], [3.2031, 0.5318, -0.7448], [1.8528, -0.3349, 0.6591], [0.8955, -1.0959, -0.2558], [0.5331, -0.5850, -1.3160], [0.4727, -2.3065, 0.1127], [0.8660, -3.0570, 1.2970], [0.0850, -4.3659, 1.1873], [0.6117, -5.1945, 1.6540], [-0.0901, -4.5506, -0.3178], [-0.3293, -3.1243, -0.7975], [0.0029, -2.9452, -1.8268], [-1.8106, -2.7313, -0.7016], [-2.6970, -3.4872, -0.3626], [-2.0290, -1.4349, -1.0345], [-3.2618, -0.8415, -0.9010], [-3.5774, 0.5036, -1.0184], [-4.8665, 0.7840, -0.7354], [-5.5542, -0.2654, -0.4320], [-6.9427, -0.2728, -0.0999], [-7.7484, 0.7501, -0.0181], [-8.9530, 0.2262, 0.3244], [-8.8289, -1.1246, 0.4405], [-7.5498, -1.4494, 0.1717], [-9.5087, -1.9134, 0.6868], [-9.8119, 0.8495, 0.4613], [-4.6418, -1.7711, -0.4324], [-2.6623, 1.5972, -1.3388], [-1.5942, 1.4546, -2.2216], [-0.7312, 2.5117, -2.4458], [-0.9319, 3.7270, -1.8135], [-2.0204, 3.8908, -0.9710], [-2.8800, 2.8355, -0.7341], [-3.7295, 2.9471, -0.0787], [-2.1954, 4.8437, -0.4928], [-0.2522, 4.5486, -1.9883], [0.1001, 2.3826, -3.1229], [-1.4466, 0.5342, -2.7647], [-1.2264, -0.8607, -1.3157], [-0.9346, -5.1920, -0.5596], [0.8176, -4.9525, -0.7670], [-0.8950, -4.2627, 1.6538], [0.6054, -2.5075, 2.2045], [1.9477, -3.2292, 1.2758], [2.0659, -0.8955, 1.5717], [1.2389, 1.0320, 0.9903], [-0.0587, 0.8461, 1.7804], [-0.6889, 2.1964, 2.1074], [0.2858, 3.0697, 2.8901], [1.5773, 3.2538, 2.1003], [2.2095, 1.9002, 1.7896], [3.1343, 2.0420, 1.2278], [2.4606, 1.3920, 2.7238], [2.2791, 3.8674, 2.6687], [1.3562, 3.7722, 1.1648], [-0.1686, 4.0409, 3.0934], [0.5113, 2.5978, 3.8493], [-1.6029, 2.0441, 2.6843], [-0.9612, 2.6977, 1.1771], [0.1586, 0.3117, 2.7094], [-0.7659, 0.2463, 1.2023], [1.0014, 1.5296, 0.0430], [5.0193, -1.4686, -1.8983], [5.5482, 0.2779, -3.3821], [7.0648, 0.5327, -2.4954], [5.9351, 1.8791, -2.7382]],
  "atomic_forces_ev_per_a": [[0.09, 0.00, -0.03], [0.04, 0.12, 0.08], [-0.07, -0.06, -0.06], [0.16, -0.15, 0.21], [-0.27, -0.02, -0.19], [0.04, 0.04, 0.09], [0.07, 0.03, -0.04], [0.06, -0.07, 0.04], [0.16, 0.34, -0.31], [0.04, -0.39, 0.16], [-0.36, 0.23, 0.02], [0.12, -0.04, 0.05], [-0.04, 0.06, -0.10], [0.18, -0.05, 0.24], [0.16, 0.23, -0.28], [-0.23, -0.11, -0.20], [0.38, -0.23, 0.62], [-0.01, 0.07, -0.04], [0.00, 0.01, 0.07], [-0.13, 0.09, 0.04], [-0.14, -0.24, -0.33], [-0.05, -0.01, 0.14], [0.58, 0.09, -0.21], [-0.01, -0.27, 0.06], [0.09, 0.20, -0.15], [-0.66, 0.33, 0.17], [0.40, -1.06, -0.03], [-0.79, 0.45, 0.10], [1.21, -1.05, -0.16], [-1.29, 0.93, 0.21], [1.11, -0.01, -0.26], [-0.28, -0.98, 0.18], [-0.72, 0.76, 0.09], [0.58, -0.19, -0.12], [-0.03, -0.18, 0.03], [-0.26, 0.04, 0.06], [-0.40, 0.87, -0.06], [0.18, 0.24, -0.07], [-0.16, 0.04, 0.10], [0.13, 0.06, -0.03], [0.07, 0.04, -0.06], [-0.06, 0.05, 0.01], [0.06, -0.02, -0.05], [-0.08, 0.03, 0.07], [-0.02, 0.07, 0.05], [0.05, 0.06, -0.03], [0.08, -0.01, -0.06], [0.02, -0.11, -0.03], [-0.03, -0.23, 0.12], [0.05, -0.01, -0.05], [0.02, 0.03, -0.05], [-0.01, -0.03, 0.02], [0.07, -0.05, -0.03], [-0.15, 0.07, 0.07], [-0.09, 0.07, -0.05], [0.19, -0.31, 0.27], [-0.05, 0.21, -0.32], [0.06, -0.13, 0.24], [-0.09, 0.14, -0.28], [0.07, -0.13, 0.31], [-0.10, 0.18, -0.32], [0.06, -0.03, 0.05], [0.08, -0.07, 0.08], [0.02, 0.07, -0.06], [0.02, 0.08, -0.07], [-0.01, 0.01, 0.09], [0.01, 0.01, 0.11], [-0.08, 0.03, -0.06], [-0.04, 0.00, 0.00], [0.02, -0.11, 0.07], [-0.06, -0.10, 0.01], [-0.01, 0.00, -0.02], [-0.02, 0.06, 0.08], [0.03, 0.04, -0.07], [-0.02, -0.01, -0.04], [0.04, -0.01, -0.10]],
  "nbo_charge": [-0.407, -0.638, 0.359, -0.138, -0.623, 0.203, 0.208, 0.242, 0.688, -0.658, -0.612, 0.435, -0.130, 0.717, -0.691, -0.415, -0.233, -0.415, 0.224, -0.399, -0.130, 0.242, 0.678, -0.605, -0.647, -0.013, 0.027, -0.368, -0.042, 0.431, -0.422, -0.109, 0.047, -0.396, 0.210, 0.215, 0.481, 0.012, -0.214, -0.212, -0.212, -0.222, -0.200, 0.234, 0.215, 0.210, 0.215, 0.212, 0.463, 0.244, 0.212, 0.218, 0.205, 0.239, 0.230, -0.216, -0.396, -0.394, -0.398, -0.397, -0.389, 0.207, 0.194, 0.206, 0.197, 0.208, 0.190, 0.209, 0.210, 0.192, 0.209, 0.222, 0.212, 0.195, 0.169, 0.205],
  "homo_ev": -7.5,
  "e_lumo_ev": 0.475,
  "gap_ha": 0.294,
  "smiles": "CN[C@@H](C)C(=O)N[C@H](C(=O)N1CCC[C@H]1C(=O)Nc1sc(-c2ncco2)nc1-c1ccccc1)C1CCCCC1"
}